Entry A
15
Properties=species:S:1:pos:R:3 method="wB97M-V/def2-TZVPD" lumo_ev=3.879 charge=-1 gap_ev=6.60 homo_energy_ev=-2.72
C -1.21 -2.84 -0.43
S 0.50 -2.24 -0.70
H -1.49 -2.74 0.62
H -1.93 -2.27 -1.02
H -1.29 -3.89 -0.71
C 1.26 0.95 0.64
O 0.64 -0.02 1.46
C 0.27 1.52 -0.33
C -0.19 2.76 -0.28
H 2.12 0.51 0.12
H 1.63 1.74 1.29
H 0.59 -0.85 0.91
H -0.11 0.82 -1.08
H -0.97 3.10 -0.95
H 0.19 3.45 0.46

Entry B
15
Properties=species:S:1:pos:R:3 method="wB97M-V/def2-TZVPD" lumo_ev=2.906 charge=-1 gap_ev=5.14 homo_energy_ev=-2.23 smiles=[O-]CCCCS
O 3.11 -1.92 -0.93
C 1.94 -1.12 -1.28
C 1.12 -0.71 -0.02
C -0.30 -0.18 -0.14
C -0.68 1.04 0.71
S -2.47 1.35 0.86
H 2.30 -0.16 -1.75
H 1.31 -1.64 -1.98
H 1.83 0.04 0.45
H 1.16 -1.59 0.64
H -1.09 -0.88 0.33
H -0.36 -0.04 -1.26
H -0.34 0.81 1.75
H -0.18 1.97 0.38
H -2.48 1.08 -0.50

Entry C
15
Properties=species:S:1:pos:R:3 method="wB97M-V/def2-TZVPD" lumo_ev=3.907 charge=-1 gap_ev=6.78 homo_energy_ev=-2.87
C 0.12 1.66 -0.25
O 0.48 1.01 0.94
C -1.06 0.99 -0.90
C -2.23 1.57 -1.19
H 0.96 1.62 -0.96
H -0.09 2.71 -0.03
H 0.88 0.08 0.67
H -0.91 -0.07 -1.09
H -3.03 1.06 -1.70
H -2.37 2.62 -0.92
C 1.49 -2.73 1.21
S 1.53 -1.54 -0.19
H 0.89 -2.30 2.01
H 0.92 -3.59 0.83
H 2.44 -3.09 1.60

Most stable: entry A. Least stable: entry B.

Entry A
29
Properties=species:S:1:pos:R:3 method="wB97M-V/def2-TZVPD" lumo_ev=0.885 gap_ev=9.70 homo_energy_ev=-8.82 smiles="NC[C@H]1CO1.CC(C)=CCN"
N 4.98 0.66 -0.48
C 4.24 -0.20 0.47
C 2.99 -0.73 -0.17
C 1.74 -0.87 0.56
O 1.96 0.23 -0.32
H 5.16 0.09 -1.31
H 5.90 0.87 -0.08
H 3.90 0.41 1.33
H 4.83 -1.05 0.87
H 3.16 -1.38 -1.02
H 1.02 -1.61 0.19
H 1.69 -0.64 1.64
C -2.60 -1.45 -0.57
C -3.18 -0.12 -0.14
C -4.56 -0.22 0.47
C -2.57 1.06 -0.29
C -1.13 1.33 -0.65
N -0.44 2.02 0.45
H -1.59 -1.38 -0.99
H -3.25 -1.93 -1.31
H -2.55 -2.13 0.30
H -5.37 -0.09 -0.28
H -4.68 -1.17 1.01
H -4.73 0.59 1.20
H -3.13 1.97 -0.04
H -1.08 2.00 -1.53
H -0.63 0.37 -0.93
H 0.56 1.85 0.28
H -0.64 1.52 1.33

Entry B
29
Properties=species:S:1:pos:R:3 method="wB97M-V/def2-TZVPD" lumo_ev=0.169 gap_ev=7.48 homo_energy_ev=-7.31
C 0.78 0.63 -1.04
C 1.40 -0.23 0.22
C -2.68 -0.58 -0.31
C 1.48 0.84 1.32
C 0.55 -1.50 0.60
C -2.91 0.02 1.00
C -3.85 -0.52 -1.25
C 3.68 0.08 -0.50
N -0.61 0.94 -0.84
N 2.65 -0.79 -0.10
O -0.88 2.06 -0.45
H 1.37 1.58 -0.94
H 0.74 0.40 -2.14
H 0.41 1.00 1.66
H 1.82 1.89 0.88
H 2.02 0.64 2.24
H -0.50 -1.29 0.77
H 0.86 -1.76 1.70
H 0.56 -2.29 -0.04
H -1.96 0.12 1.62
H -3.76 -0.54 1.51
H -3.38 1.08 1.04
H -3.89 -1.40 -1.91
H -3.60 0.32 -2.00
H -4.82 -0.33 -0.77
H 3.38 0.79 -1.25
H 3.84 0.74 0.39
H 4.66 -0.32 -0.81
H 2.65 -1.59 -0.61

Most stable: entry A. Least stable: entry B.

Entry A
17
Properties=species:S:1:pos:R:3 method="wB97M-V/def2-TZVPD" lumo_ev=0.989 gap_ev=9.13 homo_energy_ev=-8.14 smiles="CC(C)=C(C)P"
C -1.09 1.88 -0.10
C -0.22 0.27 -0.06
C -1.30 -0.70 -0.02
C 1.10 -0.27 -0.09
C 1.27 -1.76 -0.09
P 2.49 0.92 -0.24
H -1.09 2.38 -1.04
H -2.01 1.61 0.13
H -0.74 2.56 0.62
H -1.16 -1.50 -0.70
H -2.26 -0.25 -0.19
H -1.30 -1.00 1.04
H 2.33 -2.04 -0.16
H 0.53 -2.30 -0.82
H 0.71 -2.19 0.75
H 3.30 -0.11 0.25
H 2.66 1.61 1.00

Entry B
17
Properties=species:S:1:pos:R:3 method="wB97M-V/def2-TZVPD" lumo_ev=0.966 gap_ev=9.10 homo_energy_ev=-8.13
C 0.39 1.76 0.13
C 0.49 0.26 -0.31
C 1.31 2.58 -0.79
C -1.95 -0.59 1.37
C -1.51 -0.90 0.01
P 0.97 0.53 1.37
H -0.56 2.12 0.38
H 1.08 0.02 -1.21
H 1.63 2.07 -1.61
H 2.18 2.91 -0.26
H 1.04 3.62 -0.99
H -2.68 0.29 1.47
H -0.96 -0.32 1.91
H -2.44 -1.40 1.83
H -1.94 -0.45 -0.94
H -1.20 -1.92 0.00
H 2.43 0.68 1.37

Entry C
17
Properties=species:S:1:pos:R:3 method="wB97M-V/def2-TZVPD" lumo_ev="0.745 / 0.745" gap_ev="8.88 / 8.88" homo_energy_ev="-8.14 / -8.14"
C -0.75 -0.29 -2.33
C -0.24 -1.01 -1.36
C -1.35 -1.05 1.46
C 1.97 1.42 -0.05
C -0.47 -0.01 0.77
P 1.33 0.09 1.20
H -0.68 -0.63 -3.31
H -1.35 0.55 -1.91
H -0.09 -2.10 -1.37
H -1.88 -0.54 2.38
H -0.93 -1.98 1.81
H -2.22 -1.21 0.89
H 2.97 1.67 0.37
H 1.46 2.38 0.02
H 1.94 1.00 -1.08
H -1.03 0.77 0.25
H 1.32 0.92 2.25

Entry D
17
Properties=species:S:1:pos:R:3 method="wB97M-V/def2-TZVPD" lumo_ev="-0.666 / 0.202" gap_ev="7.96 / 7.72" homo_energy_ev="-8.63 / -7.52"
C -1.41 0.13 0.19
C -1.91 0.13 -1.08
C -1.14 0.69 -2.23
C 2.84 -1.23 -0.32
C 0.12 0.31 2.48
P 0.25 0.82 0.68
H -1.89 -0.13 1.13
H -2.91 -0.36 -1.22
H -1.52 1.54 -2.80
H -0.92 -0.01 -3.02
H -0.20 0.89 -1.65
H 2.07 -0.65 -0.73
H 3.57 -0.49 0.14
H 3.02 -2.24 -0.05
H 0.96 0.52 3.15
H -0.71 0.88 2.79
H -0.20 -0.81 2.55

Most stable: entry A. Least stable: entry C.